# 1
Entry from OMol25: a 2-piece molecular cluster, C13H13IN3O overall (ωB97M-V/def2-TZVPD).

Output
total energy: -28301.350 eV
HOMO level: -10.84 eV
orbital gap: 6.9 eV
net charge: +1

Element x y z (Å)
1 C 7.823 -1.419 2.378
2 C 6.688 -1.056 2.249
3 C 5.311 -0.749 1.963
4 C 5.020 0.248 0.981
5 N 3.812 0.571 0.621
6 C 2.824 -0.110 1.275
7 C 1.477 0.171 0.952
8 C 0.463 -0.486 1.579
9 I -1.542 -0.089 1.082
10 C 0.727 -1.453 2.580
11 C 2.024 -1.732 2.898
12 C 3.100 -1.077 2.256
13 N 4.376 -1.408 2.601
14 H 8.811 -1.799 2.486
15 H 5.850 0.753 0.500
16 H 1.264 0.910 0.191
17 H -0.075 -1.969 3.088
18 H 2.236 -2.474 3.656
19 C -4.984 2.375 -1.228
20 C -4.687 0.997 -1.709
21 O -4.775 -0.019 -1.114
22 N -4.079 0.874 -3.114
23 C -4.729 -0.204 -3.942
24 H -5.803 2.323 -0.516
25 H -4.095 2.766 -0.728
26 H -5.256 3.047 -2.043
27 H -4.056 1.771 -3.599
28 H -3.111 0.579 -2.943
29 H -5.793 0.001 -4.010
30 H -4.544 -1.157 -3.459
31 H -4.276 -0.184 -4.929

Force components x, y, z for each atom (eV/Å):
C -0.1 0.0 0.0
C 0.0 -0.2 -0.2
C 0.2 -0.1 0.3
C 0.0 0.2 -0.2
N 0.1 -0.3 0.3
C -0.3 0.1 -0.1
C -0.3 0.2 -0.3
C 0.0 -0.2 0.2
I 0.2 0.0 0.0
C 0.1 0.2 -0.2
C -0.1 -0.2 0.1
C 0.1 -0.2 0.1
N -0.1 0.3 -0.2
H 0.0 0.1 0.1
H 0.0 0.0 0.0
H 0.2 0.0 0.0
H -0.1 0.0 0.0
H 0.2 0.0 0.0
C -0.1 0.1 -0.5
C 0.0 -0.2 0.9
O -0.1 0.1 -0.3
N 0.3 -0.2 -0.1
C 0.0 0.1 -0.1
H 0.1 0.0 0.1
H 0.0 0.0 0.0
H 0.0 0.0 0.0
H 0.0 0.0 0.0
H 0.1 0.2 -0.1
H 0.0 0.0 0.0
H -0.1 0.0 0.1
H 0.0 0.0 0.0

Atomic partial charges in e from the Mulliken method, atoms 1 to 4: atom 1 (C): 0.167, atom 2 (C): -0.784, atom 3 (C): 0.616, atom 4 (C): -0.376

***

# 2
Entry from OMol25: an isolated ion of composition C13H13N4O10 and charge -1 (ωB97M-V/def2-TZVPD).

Output
total energy: -40119.749 eV
HOMO level: -4.66 eV
orbital gap: 7.1 eV
SMILES: CCOC(=O)C(C(=O)OCC)[C@@H]1C([N+](=O)[O-])=CC(=[N+]([O-])[O-])c2no[n+]([O-])c21
net charge: -1

Element x y z (Å)
1 O 3.459 0.582 3.051
2 N 3.677 0.444 1.835
3 O 4.561 -0.331 1.397
4 C 2.910 1.164 0.830
5 C 3.088 0.813 -0.527
6 C 2.529 1.576 -1.524
7 N 2.967 1.376 -2.883
8 O 3.556 0.312 -3.168
9 O 2.764 2.284 -3.728
10 C 1.492 2.688 -1.326
11 C 1.401 2.973 0.142
12 N 0.591 3.928 0.728
13 O -0.089 4.852 0.342
14 O 0.726 3.677 2.141
15 N 1.593 2.660 2.403
16 C 2.012 2.246 1.151
17 H 3.730 -0.025 -0.803
18 H 1.936 3.624 -1.733
19 H 0.305 1.412 -2.543
20 C 0.256 2.393 -2.040
21 C -0.972 2.313 -1.129
22 O -1.937 3.045 -1.174
23 O -0.879 1.286 -0.246
24 C -2.011 1.240 0.672
25 C -1.820 0.009 1.514
26 C 0.001 3.488 -3.077
27 O -0.191 4.660 -2.794
28 O 0.100 3.017 -4.329
29 C 0.011 4.035 -5.368
30 C 0.942 3.638 -6.474
31 H -1.988 2.153 1.284
32 H -2.944 1.210 0.090
33 H -2.644 -0.054 2.228
34 H -1.820 -0.887 0.883
35 H -0.881 0.057 2.079
36 H -1.036 4.038 -5.688
37 H 0.291 5.005 -4.950
38 H 0.958 4.429 -7.227
39 H 1.961 3.499 -6.097
40 H 0.616 2.706 -6.945

Force components x, y, z for each atom (eV/Å):
O 0.0 0.2 -1.5
N 0.1 -0.4 -0.5
O -0.8 0.7 0.6
C 0.5 -0.9 0.4
C 0.0 0.7 0.5
C -0.1 0.1 -0.6
N 0.2 -0.4 -0.1
O -0.6 1.2 0.1
O 0.1 -1.1 1.2
C 3.8 1.2 1.1
C -1.9 1.6 0.4
N 2.4 -2.5 0.0
O -0.1 0.0 0.1
O -0.6 1.0 -0.4
N 0.9 -0.8 -3.1
C -0.3 -0.3 3.5
H -0.1 0.4 0.2
H -0.3 -0.5 -0.1
H 0.1 0.4 0.1
C -3.1 -0.3 -1.4
C -1.0 0.3 0.2
O 0.9 -0.8 -0.2
O -0.4 0.6 -0.4
C 0.3 0.0 -0.1
C 0.1 -0.1 0.2
C -0.1 1.3 0.1
O 0.4 -1.7 -0.4
O -0.3 0.6 0.0
C -0.1 -0.3 0.4
C 0.2 -0.2 -0.3
H -0.1 -0.2 -0.3
H 0.3 0.1 0.2
H 0.0 -0.1 0.0
H 0.0 0.1 0.2
H -0.2 0.0 -0.2
H 0.2 0.3 0.0
H -0.2 -0.2 0.0
H 0.0 -0.1 0.0
H -0.2 0.0 0.0
H 0.1 0.1 0.0

Atomic partial charges in e from the Mulliken method, atoms 1 to 4: atom 1 (O): -0.634, atom 2 (N): 0.897, atom 3 (O): -0.673, atom 4 (C): -0.880

***

# 3
Entry from OMol25: an isolated molecule of C13H13NO5 (ωB97M-V/def2-TZVPD).

Output
total energy: -25419.780 eV
HOMO level: -8.02 eV
orbital gap: 8.1 eV
SMILES: COc1ccc2oc(C(=O)CCC(=O)O)c(N)c2c1
relative energy (zero: lowest compared OMol25 entry of this formula, charge and spin): 0.287 eV

Element x y z (Å)
1 C -5.970 -1.372 0.166
2 H -5.726 -2.105 0.942
3 O -5.140 -0.238 0.245
4 C -3.795 -0.392 0.083
5 C -3.045 0.772 0.180
6 C -1.667 0.689 0.024
7 C -1.050 -0.554 -0.228
8 C -1.797 -1.716 -0.321
9 C -3.166 -1.622 -0.164
10 H -3.753 -2.523 -0.237
11 H -1.322 -2.665 -0.511
12 O 0.286 -0.429 -0.350
13 C 0.567 0.914 -0.183
14 C -0.596 1.642 0.053
15 N -0.648 2.963 0.311
16 H -1.525 3.447 0.239
17 H 0.218 3.466 0.164
18 C 1.887 1.449 -0.319
19 O 2.101 2.650 -0.194
20 C 2.993 0.458 -0.631
21 C 3.303 -0.390 0.614
22 C 4.408 -1.357 0.276
23 O 4.260 -2.475 -0.138
24 O 5.618 -0.814 0.462
25 H 6.316 -1.438 0.206
26 H 3.626 0.259 1.428
27 H 2.416 -0.953 0.903
28 H 2.673 -0.199 -1.441
29 H 3.882 1.014 -0.931
30 H -3.544 1.707 0.375
31 H -6.982 -1.005 0.326
32 H -5.911 -1.848 -0.818

Force components x, y, z for each atom (eV/Å):
C -0.1 -0.2 0.0
H 0.0 0.0 0.0
O 0.2 0.2 0.0
C 0.1 0.2 0.0
C 0.0 -0.2 0.0
C 0.1 -0.7 -0.1
C -0.7 0.6 0.2
C 0.4 0.1 0.0
C -0.2 0.0 0.0
H -0.1 -0.1 0.0
H 0.0 -0.1 0.0
O 0.3 -0.4 -0.1
C -1.0 0.9 0.2
C 0.9 -0.5 0.0
N -0.1 0.2 0.0
H 0.1 0.0 0.0
H -0.1 0.1 0.0
C 0.3 -0.4 -0.3
O -0.1 0.1 0.1
C 0.0 0.2 0.1
C 0.1 0.0 -0.1
C -0.2 -0.3 0.1
O -0.1 -0.1 -0.1
O 0.5 0.5 0.2
H -0.3 -0.1 0.0
H -0.1 0.0 0.0
H 0.1 0.0 0.0
H 0.0 0.0 0.0
H -0.1 0.0 0.0
H -0.1 0.1 0.0
H 0.1 -0.1 0.0
H 0.0 0.0 0.0

Atomic partial charges in e from the Mulliken method, atoms 1 to 4: atom 1 (C): -0.869, atom 2 (H): 0.346, atom 3 (O): -0.442, atom 4 (C): 0.728

***

# 4
Entry from OMol25: C13H14AsN4O5ReS6Se as an isolated structure (ωB97M-V/def2-TZVPD).

Output
total energy: -223230.315 eV
HOMO level: -8.47 eV
orbital gap: 6.8 eV

Element x y z (Å)
1 Re 0.332 0.157 0.045
2 S 0.048 -0.794 2.206
3 C -1.528 -0.182 2.780
4 C -1.877 0.730 3.750
5 C -3.239 0.961 3.962
6 C -3.633 1.900 4.963
7 N -3.935 2.666 5.765
8 C -4.205 0.283 3.199
9 C -3.830 -0.617 2.208
10 C -2.479 -0.840 1.993
11 S -1.706 -1.823 0.798
12 C -5.599 0.520 3.424
13 N -6.723 0.690 3.585
14 H -1.143 1.258 4.339
15 H -4.582 -1.115 1.613
16 S 1.313 0.513 3.545
17 As 2.779 1.515 2.231
18 S 2.526 0.249 0.366
19 S -0.134 2.188 1.072
20 S 1.619 3.275 1.383
21 O 0.446 1.267 -1.871
22 Se -1.044 1.917 -1.607
23 O -1.820 2.661 -2.747
24 O -1.703 0.665 -0.782
25 O -0.785 3.056 -0.270
26 C 0.242 -4.900 -0.304
27 N 0.830 -3.629 -0.694
28 C 2.007 -3.225 0.056
29 C 0.174 -2.716 -1.443
30 O 0.372 -1.485 -1.327
31 N -0.721 -3.143 -2.364
32 C -0.518 -4.344 -3.159
33 C -1.615 -2.152 -2.950
34 H 0.228 -4.959 0.786
35 H 0.817 -5.743 -0.694
36 H -0.784 -4.966 -0.656
37 H 2.662 -4.090 0.157
38 H 1.749 -2.865 1.056
39 H 2.538 -2.444 -0.479
40 H 0.365 -4.881 -2.827
41 H -0.372 -4.061 -4.204
42 H -1.384 -5.007 -3.097
43 H -1.953 -1.462 -2.182
44 H -2.475 -2.677 -3.363
45 H -1.122 -1.589 -3.747

Force components x, y, z for each atom (eV/Å):
Re -1.8 -0.9 0.6
S 1.0 0.6 0.8
C -0.2 -0.1 -0.2
C -0.1 -0.1 0.1
C 0.1 -0.2 -0.2
C -0.1 0.2 0.2
N 0.0 0.0 0.0
C 0.3 0.0 0.0
C 0.0 0.0 0.0
C 0.0 0.2 0.1
S 0.0 0.1 -0.5
C -0.3 0.1 0.0
N 0.0 0.0 0.0
H 0.0 0.0 0.0
H 0.0 0.0 0.0
S -0.2 -0.3 0.1
As 0.1 0.1 -0.3
S 0.4 0.3 -0.1
S -0.2 0.0 -0.5
S 0.1 0.0 0.2
O 0.3 0.0 -0.2
Se 0.5 0.0 0.4
O -0.3 0.4 -0.5
O -0.4 -0.1 0.0
O 0.2 -0.1 0.2
C 0.0 0.0 0.0
N 0.0 0.0 0.0
C 0.0 0.0 0.0
C 0.0 -0.1 -0.1
O 0.4 0.1 -0.2
N 0.0 0.0 0.0
C 0.0 0.0 0.0
C 0.0 0.0 0.0
H 0.0 0.0 0.0
H 0.0 0.0 0.0
H 0.0 0.0 0.0
H 0.0 0.0 0.0
H 0.0 0.0 0.0
H 0.0 0.0 0.0
H 0.0 0.0 0.0
H 0.0 0.0 0.0
H 0.0 0.0 0.0
H 0.0 0.0 0.0
H 0.0 0.0 0.0
H 0.0 0.0 0.0

Atomic partial charges in e from the Mulliken method, atoms 1 to 4: atom 1 (Re): 1.118, atom 2 (S): 0.083, atom 3 (C): 0.479, atom 4 (C): -0.672

***

# 5
Entry from OMol25: a 2-piece molecular cluster, C13H14Br2Cl2O6P overall (ωB97M-V/def2-TZVPD).

Output
total energy: -200403.688 eV
HOMO level: -11.68 eV
orbital gap: 7.4 eV
net charge: +1

Element x y z (Å)
1 C -0.485 -0.180 2.974
2 C 0.390 0.024 1.714
3 Br 1.110 1.788 1.436
4 C 0.619 -1.018 0.898
5 Br 1.749 -0.738 -0.674
6 P 0.004 -2.723 1.133
7 Cl 0.093 -3.620 -0.727
8 C 1.084 -3.766 2.224
9 C 2.122 -2.963 3.079
10 O 1.828 -3.294 4.451
11 C -1.758 -2.890 1.668
12 C -2.811 -2.110 0.836
13 O -3.919 -2.104 1.171
14 Cl -2.380 -1.152 -0.623
15 H -1.506 -0.441 2.609
16 H -0.624 0.776 3.526
17 H -0.079 -0.915 3.700
18 H 1.671 -4.448 1.565
19 H 0.463 -4.422 2.872
20 H 2.052 -1.859 2.986
21 H 3.143 -3.319 2.813
22 H 2.517 -2.864 4.985
23 H -1.874 -2.629 2.745
24 H -2.000 -3.982 1.614
25 C 1.307 3.403 -3.799
26 C 0.673 4.560 -4.033
27 C -0.785 4.726 -3.732
28 O -1.315 5.798 -3.941
29 C -1.512 3.574 -3.197
30 C -0.875 2.423 -2.970
31 C 0.584 2.266 -3.245
32 O 1.116 1.196 -2.999
33 O -1.510 1.342 -2.482
34 O 1.307 5.619 -4.542
35 H 2.359 3.270 -4.010
36 H -2.568 3.699 -3.000
37 H -0.823 0.650 -2.413
38 H 0.633 6.324 -4.613

Force components x, y, z for each atom (eV/Å):
C -0.4 1.1 -0.4
C -0.4 -0.2 1.1
Br -0.6 -1.3 0.2
C 1.0 0.5 -1.1
Br -0.8 -0.5 1.0
P 0.3 -0.6 -1.0
Cl -0.2 0.6 1.5
C 0.7 0.1 -0.3
C -0.2 -0.4 0.8
O 0.5 0.4 -0.5
C 0.4 -0.1 -0.3
C 1.5 0.2 -0.4
O -2.0 -0.2 0.8
Cl 0.4 -0.5 0.6
H 0.7 0.0 0.5
H 0.3 -0.7 -0.4
H -0.2 0.2 -0.6
H -0.7 0.5 0.2
H 0.2 0.6 -0.3
H 0.1 -0.6 -0.4
H -0.7 0.4 0.1
H -0.4 -0.3 0.0
H 0.1 0.0 -0.8
H 0.2 0.8 -0.2
C 0.0 -0.4 0.2
C 0.8 0.2 -0.3
C -0.6 -0.2 0.2
O 0.3 0.0 -0.1
C 0.0 0.2 0.0
C -0.7 -0.1 0.2
C 0.6 0.3 -0.3
O -0.3 -0.1 0.1
O 0.6 0.0 -0.1
O -0.7 -0.2 0.3
H 0.0 0.0 0.0
H 0.0 0.0 0.0
H 0.0 0.0 -0.1
H 0.1 0.0 0.0

Atomic partial charges in e from the Mulliken method, atoms 1 to 4: atom 1 (C): -1.094, atom 2 (C): 0.249, atom 3 (Br): -0.041, atom 4 (C): 0.027

***

# 6
Entry from OMol25: a 2-piece molecular cluster, C13H14Br5F3N3 overall (ωB97M-V/def2-TZVPD).

Output
total energy: -376535.584 eV
HOMO level: -13.44 eV
orbital gap: 8.7 eV
net charge: +1

Element x y z (Å)
1 C 1.863 0.215 3.664
2 C 0.449 -0.238 3.326
3 Br 0.463 -2.067 2.652
4 C -0.248 0.769 2.384
5 Br -1.463 1.857 3.450
6 N -1.016 0.106 1.278
7 N -2.277 -0.186 1.558
8 C -2.983 -0.755 0.618
9 Br -4.746 -1.179 1.008
10 C -2.449 -1.045 -0.645
11 C -1.134 -0.766 -0.889
12 C -0.379 -0.168 0.141
13 C 1.065 0.131 -0.081
14 C 1.847 -1.030 -0.713
15 C 3.011 -0.567 -1.562
16 F 3.718 -1.674 -1.904
17 Br 2.394 0.223 -3.220
18 C 4.018 0.354 -0.765
19 F 5.253 0.104 -1.203
20 F 3.967 0.003 0.532
21 Br 3.745 2.265 -0.925
22 H 1.802 1.042 4.368
23 H 2.366 -0.590 4.190
24 H 2.444 0.474 2.784
25 H -0.099 -0.272 4.257
26 H 0.430 1.500 1.974
27 H -3.077 -1.506 -1.395
28 H -0.680 -0.979 -1.841
29 H 1.595 0.436 0.811
30 H 1.102 0.986 -0.762
31 H 2.256 -1.654 0.078
32 H 1.245 -1.686 -1.332
33 C -4.067 1.476 -3.711
34 C -4.345 0.068 -3.454
35 N -4.589 -1.034 -3.278
36 H -4.716 1.838 -4.506
37 H -4.250 2.061 -2.812
38 H -3.030 1.600 -4.018

Force components x, y, z for each atom (eV/Å):
C -0.2 -0.3 0.2
C 0.5 0.2 0.1
Br 0.0 0.0 -0.1
C -1.2 -0.2 0.7
Br 0.3 0.0 -0.2
N 0.6 0.7 0.0
N 0.0 -0.1 -0.2
C 0.3 0.1 0.3
Br -0.1 0.0 0.1
C 0.1 -0.4 -0.5
C -0.4 0.3 0.7
C -0.3 -0.5 -0.4
C 0.2 0.1 -0.3
C -0.1 0.0 0.3
C 0.2 0.0 0.1
F 0.0 -0.1 0.1
Br 0.0 0.0 0.0
C 0.3 0.1 -0.8
F -0.1 0.0 0.1
F 0.0 0.0 0.2
Br -0.2 -0.1 0.3
H 0.1 0.3 -0.2
H 0.2 -0.1 0.0
H 0.1 0.1 0.0
H -0.3 -0.3 0.0
H 0.1 -0.1 -0.3
H -0.1 0.0 -0.1
H 0.1 0.0 -0.1
H -0.1 0.0 0.1
H -0.1 0.1 -0.1
H 0.1 -0.1 0.1
H -0.1 0.0 -0.1
C 0.0 0.0 0.0
C 0.0 0.8 -0.3
N 0.0 -0.7 0.3
H 0.0 0.0 0.0
H 0.0 0.0 0.0
H 0.0 0.0 0.0

Atomic partial charges in e from the Mulliken method, atoms 1 to 4: atom 1 (C): -1.220, atom 2 (C): 0.175, atom 3 (Br): -0.102, atom 4 (C): -0.998

***

> Among the records above, which one has the lowest total energy?

C13H14Br5F3N3

***

> Which value of HOMO level does entry 1 give?

-10.84 eV

***

> What is the total energy in the fifth record?

-200403.688 eV

***

> The lowest HOMO level belongs to which entry?

C13H14Br5F3N3